DFT (ωB97M-V with the def2-TZVPD basis set) results for a molecular structure, C18H39F6N2O2PZn in a non-equilibrium geometry.

Each line ends with the natural charge from an NBO analysis.
Cartesian coordinates (Å):
Zn1 1.24 4.26 -1.77  1.59
P1 -0.88 -0.50 3.48  2.60
F1 0.63 -0.51 2.89  -0.60
F2 -0.36 -0.24 5.03  -0.58
F3 -1.45 -0.68 1.97  -0.62
F4 -2.40 -0.57 4.03  -0.59
F5 -0.97 1.13 3.39  -0.60
F6 -0.76 -2.09 3.68  -0.58
O1 0.95 3.70 0.25  -0.73
O2 1.37 2.26 -1.29  -0.79
N1 -3.99 0.99 0.27  -0.20
N2 3.64 -1.36 -2.02  -0.20
C1 4.55 -2.49 -2.42  -0.42
C2 -2.55 1.40 0.54  -0.22
C3 -3.94 -1.37 1.15  -0.45
C4 -4.54 0.00 1.31  -0.20
C5 -3.79 3.38 -0.14  -0.44
C6 -2.37 2.78 -0.08  -0.44
C7 5.76 -0.15 1.03  -0.62
C8 4.47 -0.52 -1.06  -0.20
C9 1.81 -1.17 -3.64  -0.44
C10 1.22 2.50 -0.05  0.80
C11 2.35 -1.85 -1.39  -0.23
C12 -4.19 0.46 -1.12  -0.41
C13 1.37 -2.13 -2.51  -0.42
C14 -4.14 -2.27 2.35  -0.62
C15 -4.69 2.33 0.51  -0.21
C16 1.41 1.50 1.05  -0.73
C17 4.76 -1.06 0.34  -0.44
C18 3.19 -0.64 -3.30  -0.20
H1 5.17 -2.07 0.36  0.23
H2 -5.63 0.08 1.23  0.22
H3 -4.76 2.44 1.59  0.24
H4 6.79 -0.26 0.68  0.23
H5 1.26 -3.17 -2.80  0.24
H6 -2.52 1.43 1.63  0.26
H7 5.58 0.92 0.87  0.20
H8 -4.27 1.33 -1.78  0.22
H9 2.63 -2.69 -0.76  0.25
H10 5.32 -0.13 -1.62  0.23
H11 -3.81 4.37 0.30  0.26
H12 -5.13 -0.08 -1.17  0.24
H13 -1.95 0.56 0.20  0.23
H14 5.53 -2.17 -2.75  0.25
H15 -3.32 -0.14 -1.37  0.22
H16 3.84 -1.13 0.93  0.23
H17 -3.44 -2.02 3.14  0.26
H18 1.89 -1.09 -0.76  0.23
H19 -1.68 3.36 0.54  0.24
H20 2.24 1.77 1.70  0.29
H21 1.87 -1.83 -4.51  0.24
H22 4.05 -3.15 -3.13  0.24
H23 3.15 0.40 -2.99  0.21
H24 1.48 0.45 0.77  0.25
H25 -4.31 -1.79 0.20  0.19
H26 -4.15 0.36 2.26  0.24
H27 0.36 -1.79 -2.26  0.24
H28 4.73 -3.07 -1.51  0.23
H29 -5.17 -2.21 2.73  0.21
H30 -2.86 -1.34 0.97  0.24
H31 0.46 1.56 1.59  0.31
H32 -1.93 2.57 -1.06  0.19
H33 3.95 -0.77 -4.06  0.24
H34 5.83 -0.33 2.10  0.25
H35 3.89 0.40 -0.93  0.20
H36 1.12 -0.38 -3.90  0.23
H37 -4.12 3.51 -1.17  0.22
H38 -5.70 2.32 0.12  0.24
H39 -4.03 -3.33 2.11  0.23

As for the total charge: +2. The calculation puts the frontier orbital gap at 4.7 eV. The value obtained for the HOMO energy is -0.556 hartree. The total energy is -3688.67760 Ha. As for the multiplicity: 1. Its LUMO energy is -10.48 eV.


DFT (ωB97M-V with the def2-TZVPD basis set) results for 6 unconnected molecules or ions with the total composition C18H39N4O8PS in a non-equilibrium geometry.

Each line ends with the Löwdin charge.
Cartesian coordinates (Å):
S1 -3.48 3.40 -2.62  0.70
P1 3.21 2.06 0.33  0.74
O1 3.52 1.32 -2.90  0.15
O2 -5.04 -0.57 2.94  -0.14
O3 2.17 2.07 1.39  -0.39
O4 1.12 4.43 -1.22  0.17
O5 3.29 0.19 3.67  -0.13
O6 1.20 -5.20 -3.31  -0.15
O7 -3.89 2.09 2.40  -0.15
O8 6.39 4.47 1.60  -0.14
N1 2.72 2.73 -1.18  -0.09
N2 0.78 -3.21 -1.04  0.10
N3 -1.48 -3.97 -0.73  0.08
N4 -0.59 -2.02 0.45  0.10
C1 1.63 -6.47 -3.80  -0.14
C2 1.36 3.27 -1.21  -0.38
C3 -2.60 1.93 2.99  -0.11
C4 -0.57 -0.45 -1.76  -0.15
C5 -1.08 -1.87 -1.97  -0.06
C6 -4.39 2.03 -1.82  -0.53
C7 6.88 4.70 0.28  -0.16
C8 2.66 1.61 -2.13  -0.43
C9 -0.84 1.85 -1.01  0.04
C10 -1.37 0.57 -1.22  -0.13
C11 -5.06 -0.89 4.33  -0.17
C12 1.28 1.04 -1.90  -0.09
C13 -3.73 1.45 -0.56  -0.27
C14 -0.59 -2.79 -0.81  -0.65
C15 3.77 -1.13 3.44  -0.17
C16 0.77 -0.23 -2.12  0.05
C17 0.48 2.05 -1.34  -0.08
C18 -2.80 0.25 -0.81  -0.13
H1 -2.03 1.24 2.37  0.08
H2 3.67 0.76 0.02  0.05
H3 -4.62 1.23 -2.54  0.07
H4 7.67 3.98 0.03  0.08
H5 -4.04 -1.05 4.70  0.07
H6 4.71 -1.11 2.88  0.07
H7 -0.99 -4.70 -0.22  0.06
H8 -1.53 -2.02 0.83  0.06
H9 -3.27 -0.35 -1.59  0.11
H10 1.40 -1.00 -2.53  0.12
H11 3.03 -1.72 2.90  0.07
H12 3.95 -1.59 4.41  0.07
H13 -2.46 2.76 -3.24  -0.14
H14 -2.68 1.51 4.00  0.08
H15 -2.81 -0.36 0.10  0.11
H16 7.13 4.58 2.20  0.07
H17 -0.62 -2.22 -2.89  0.11
H18 -2.16 -1.91 -2.01  0.10
H19 4.32 2.80 0.81  0.02
H20 -2.33 -3.75 -0.22  0.07
H21 -2.07 2.88 3.04  0.09
H22 -3.28 2.26 0.01  0.08
H23 -5.54 -0.09 4.90  0.08
H24 -4.53 0.24 2.83  0.02
H25 0.89 -6.89 -4.48  0.08
H26 1.75 -7.13 -2.95  0.08
H27 0.84 -3.63 -1.97  0.04
H28 -4.39 2.70 2.96  0.09
H29 0.02 -2.48 1.12  0.07
H30 -4.54 1.07 0.07  0.10
H31 7.27 5.71 0.19  0.08
H32 3.13 0.59 2.81  0.02
H33 -1.40 2.66 -0.57  0.11
H34 -5.35 2.47 -1.55  0.06
H35 1.04 -3.94 -0.39  0.08
H36 1.09 -4.62 -4.07  0.08
H37 6.05 4.57 -0.42  0.07
H38 -5.63 -1.80 4.46  0.07
H39 2.59 -6.37 -4.32  0.08

The calculation puts the frontier orbital gap at 8.9 eV. The value obtained for the HOMO energy is -0.325 hartree. The total energy is -2269.68522 Ha. As for the multiplicity: 1. Its LUMO energy is 0.04 eV. As for the SMILES: NC(N)(N)Cc1cc2c(cc1CCCS)C(=O)N([PH2]=O)C2=O.CO.CO.CO.CO.CO.


DFT (ωB97M-V with the def2-TZVPD basis set) results for C18H39NO2 in the gas phase.

Each line ends with the natural charge from an NBO analysis.
Cartesian coordinates (Å):
O1 -1.26 -2.81 0.97  -0.73
O2 1.04 -1.33 1.38  -0.75
N1 1.14 -3.37 -1.76  -0.83
C1 -1.72 0.71 0.01  -0.40
C2 1.42 2.84 -0.89  -0.39
C3 0.41 2.10 -0.02  -0.41
C4 4.25 1.44 -0.44  -0.40
C5 -0.75 1.54 -0.84  -0.38
C6 -3.83 2.16 0.02  -0.40
C7 3.78 -0.80 0.75  -0.40
C8 3.48 2.31 0.56  -0.41
C9 -2.68 1.56 0.84  -0.41
C10 2.62 3.38 -0.11  -0.39
C11 2.74 -1.26 -0.27  -0.41
C12 0.60 -2.61 -0.65  -0.10
C13 -0.45 -3.50 0.04  -0.07
C14 -5.13 -0.03 -0.32  -0.40
C15 -6.50 -0.68 -0.22  -0.60
C16 4.82 0.16 0.18  -0.39
C17 1.65 -2.11 0.38  0.10
C18 -5.16 1.41 0.19  -0.39
H1 0.89 1.26 0.50  0.21
H2 2.25 4.06 0.66  0.20
H3 -2.30 0.06 -0.64  0.19
H4 -5.93 1.96 -0.35  0.20
H5 0.25 -1.81 1.69  0.50
H6 3.26 -0.34 1.59  0.22
H7 -1.12 0.09 0.68  0.21
H8 -3.09 0.95 1.65  0.20
H9 1.77 2.17 -1.68  0.19
H10 -3.56 2.17 -1.03  0.19
H11 5.51 0.43 0.98  0.20
H12 -4.41 -0.61 0.26  0.19
H13 -1.29 2.36 -1.32  0.19
H14 2.84 1.68 1.18  0.20
H15 -6.84 -0.70 0.81  0.20
H16 -4.00 3.19 0.33  0.21
H17 0.03 2.78 0.75  0.19
H18 3.25 3.97 -0.79  0.20
H19 3.60 1.17 -1.27  0.19
H20 -0.34 0.91 -1.63  0.19
H21 -4.80 -0.03 -1.36  0.19
H22 -7.23 -0.14 -0.82  0.20
H23 -6.46 -1.71 -0.59  0.21
H24 4.20 2.79 1.23  0.20
H25 2.25 -0.39 -0.71  0.20
H26 -1.07 -3.96 -0.74  0.18
H27 1.75 -2.80 -2.33  0.37
H28 4.30 -1.68 1.14  0.20
H29 0.10 -1.73 -1.06  0.19
H30 -5.44 1.41 1.25  0.19
H31 2.12 -3.00 0.85  0.14
H32 5.40 -0.36 -0.59  0.19
H33 5.07 2.02 -0.86  0.20
H34 3.23 -1.82 -1.07  0.20
H35 -2.11 2.36 1.31  0.20
H36 0.04 -4.29 0.61  0.17
H37 -1.77 -2.14 0.49  0.48
H38 0.92 3.68 -1.38  0.20
H39 1.68 -4.16 -1.41  0.35

The calculation puts the relative energy (zero: lowest compared OMol25 entry of this formula, charge and spin) at 5.1 kcal per mole. The calculation puts the frontier orbital gap at 10.1 eV. The value obtained for the HOMO energy is -0.340 hartree. The total energy is -914.49014 Ha. As for the multiplicity: 1. Its LUMO energy is 0.84 eV. As for the SMILES: CCCCCCCCCCCCCCC[C@@H](O)[C@@H](N)CO.